The following is a quantum chemistry calculation of the molecule C5H9N, from OMol25.

Geometry (Å):
1 C 1.562050 0.295147 -0.064465
2 C 0.060452 0.499118 -0.288323
3 C -0.554346 -0.644015 -1.146441
4 C -0.677375 0.651271 1.087387
5 C -1.074921 -0.710665 1.434998
6 N -1.301666 -1.784101 1.061670
7 H 2.004575 1.095988 0.541754
8 H 2.100831 0.266406 -1.018583
9 H 1.739193 -0.654764 0.450558
10 H -0.080947 1.475871 -0.784122
11 H 0.156097 -0.972015 -1.904033
12 H -1.475765 -0.282103 -1.624239
13 H -0.813336 -1.613221 -0.577190
14 H -1.594465 1.241271 0.988627
15 H -0.050376 1.135812 1.842404

Forces on atoms 1 to 6 (eV/Å):
C 0.009 -0.087 0.043
C -0.028 -0.214 -0.048
C -0.014 -0.374 -0.122
C -0.066 0.028 0.011
C -0.132 -0.756 -0.479
N -0.418 0.148 2.362

Calculated values
LUMO = 0.9 eV
Structure (SMILES) = CC(C)CC#N
Orbital gap = 11.660 eV
E_HOMO = -10.731 eV
Energy above the lowest of the compared OMol25 structures with the same formula, charge and spin = 25.1 kcal per mole
Charge = 0

Here are the Löwdin charges for atoms 1 to 2, given in e: -0.088, -0.400